{
  "formula": "C60H64N8O28",
  "method": "ωB97M-V with the def2-TZVPD basis set",
  "species": ["O", "N", "O", "C", "C", "C", "C", "C", "C", "H", "H", "H", "H", "H", "O", "N", "O", "C", "C", "C", "C", "C", "C", "H", "H", "H", "H", "H", "O", "N", "O", "C", "C", "C", "C", "C", "C", "H", "H", "H", "H", "H", "O", "N", "O", "C", "C", "C", "C", "C", "C", "H", "H", "H", "H", "H", "O", "N", "O", "C", "C", "C", "C", "C", "C", "H", "H", "H", "H", "H", "O", "N", "O", "C", "C", "C", "C", "C", "C", "H", "H", "H", "H", "H", "O", "N", "O", "C", "C", "C", "C", "C", "C", "H", "H", "H", "H", "H", "O", "N", "O", "C", "C", "C", "C", "C", "C", "H", "H", "H", "H", "H", "C", "O", "C", "O", "O", "C", "H", "H", "H", "H", "H", "H", "C", "O", "C", "O", "O", "C", "H", "H", "H", "H", "H", "H", "C", "O", "C", "O", "O", "C", "H", "H", "H", "H", "H", "H", "C", "O", "C", "O", "O", "C", "H", "H", "H", "H", "H", "H"],
  "coordinates": [[-7.8754, -2.8358, 3.1128], [-7.1876, -3.7242, 2.6145], [-6.9210, -4.7498, 3.1882], [-6.5178, -3.3958, 1.3383], [-5.8250, -4.4710, 0.7800], [-5.4058, -4.3332, -0.5377], [-5.4738, -3.0720, -1.1702], [-6.0735, -2.0341, -0.5610], [-6.6536, -2.1591, 0.6778], [-5.6293, -5.3549, 1.3766], [-4.9753, -5.1475, -1.0536], [-4.9750, -2.9335, -2.0992], [-6.0708, -1.0689, -1.0339], [-7.1939, -1.3284, 1.2030], [-2.5611, -3.2639, -2.4795], [-1.5190, -2.7489, -2.6142], [-1.3808, -1.7368, -3.3401], [-0.4106, -3.1375, -1.7073], [0.8520, -2.5675, -1.9188], [1.8440, -2.9927, -1.0173], [1.5322, -3.9071, -0.0777], [0.3150, -4.4433, 0.1100], [-0.6999, -4.1078, -0.7481], [1.0105, -1.8226, -2.6964], [2.8391, -2.5209, -1.1044], [2.3121, -4.1602, 0.5746], [0.2665, -5.1630, 0.9526], [-1.6583, -4.5186, -0.7348], [2.0250, -2.2739, -5.1564], [2.1350, -1.4802, -6.0430], [3.1674, -0.8525, -6.3162], [0.9204, -1.2053, -6.7858], [-0.2304, -1.6296, -6.2470], [-1.3642, -1.3004, -6.9747], [-1.3426, -0.4725, -8.0543], [-0.1080, -0.0020, -8.5096], [1.0633, -0.3704, -7.8966], [-0.2806, -2.1918, -5.3312], [-2.3456, -1.5782, -6.6001], [-2.2271, -0.2873, -8.5712], [-0.0087, 0.6463, -9.3575], [2.0337, -0.0759, -8.2560], [-7.4801, 1.6055, 4.8406], [-6.3921, 1.9690, 5.0238], [-6.1307, 3.1235, 5.3394], [-5.2526, 1.0290, 4.7710], [-3.9204, 1.4500, 4.8109], [-2.9581, 0.5105, 4.4917], [-3.2866, -0.7852, 4.2138], [-4.6181, -1.1269, 4.1491], [-5.6405, -0.2416, 4.4334], [-3.7462, 2.5047, 5.1162], [-1.9224, 0.8714, 4.5284], [-2.5960, -1.5313, 3.9773], [-4.8297, -2.1944, 3.8582], [-6.6453, -0.6095, 4.4360], [3.8074, 2.7260, -4.0137], [3.3265, 3.3783, -3.0920], [2.1903, 3.7479, -3.0041], [4.3024, 3.7225, -1.9032], [3.7859, 4.5646, -0.9588], [4.6615, 4.9021, 0.0795], [5.8398, 4.2808, 0.2668], [6.2762, 3.3002, -0.6343], [5.5324, 3.0328, -1.7938], [2.8494, 5.0902, -1.1428], [4.1820, 5.5271, 0.7923], [6.4096, 4.3672, 1.1728], [7.2486, 2.7982, -0.5876], [5.8038, 2.3418, -2.5582], [8.2009, 0.6844, 0.2009], [7.3350, -0.1629, 0.2879], [7.1719, -0.9923, 1.2018], [6.4004, -0.3010, -0.8461], [5.0531, -0.5424, -0.5195], [4.2177, -0.4644, -1.6181], [4.7138, -0.4070, -2.8962], [6.0419, -0.4026, -3.2015], [6.9255, -0.2895, -2.0985], [4.7249, -0.5951, 0.5054], [3.1602, -0.4656, -1.5128], [4.0345, -0.3130, -3.6567], [6.4716, -0.6056, -4.2056], [7.9115, -0.0147, -2.2459], [1.2834, 1.0709, 4.9580], [2.4974, 1.1584, 5.0338], [3.1703, 1.3506, 4.0331], [3.0803, 0.9843, 6.3786], [4.4685, 0.9914, 6.5003], [5.0480, 0.8272, 7.7545], [4.2281, 0.4444, 8.7941], [2.8116, 0.3604, 8.6662], [2.2583, 0.6402, 7.4415], [4.9197, 1.1151, 5.5115], [6.1638, 0.9554, 7.9335], [4.7513, 0.0994, 9.6893], [2.2421, 0.0832, 9.5473], [1.2035, 0.6544, 7.3155], [-2.7059, -1.6039, -0.0204], [-2.0500, -1.8122, 0.9887], [-2.3963, -2.5516, 1.9577], [-0.7135, -1.1334, 0.9557], [-0.4677, -0.0687, 0.1375], [0.8024, 0.4827, 0.1712], [1.7013, -0.0283, 1.1108], [1.4212, -1.0765, 1.9320], [0.1524, -1.5788, 1.8744], [-1.1939, 0.3187, -0.5411], [0.9641, 1.3474, -0.4234], [2.7463, 0.3353, 1.2053], [2.1128, -1.5207, 2.6450], [-0.0573, -2.4097, 2.5409], [-4.6869, 4.2446, -1.6738], [-5.1719, 2.8894, -1.9630], [-4.1997, 2.0080, -2.2159], [-2.9737, 2.2298, -2.1651], [-4.7686, 0.8339, -2.5365], [-3.8226, -0.2094, -2.9324], [-5.5238, 4.8745, -1.5605], [-4.1657, 4.5165, -2.5860], [-3.9514, 4.2780, -0.8622], [-3.0387, 0.2647, -3.5351], [-4.4371, -1.0134, -3.4184], [-3.4351, -0.6873, -2.0144], [3.9458, -3.0148, 7.1801], [3.0024, -3.4612, 6.1848], [3.1773, -2.9902, 4.9424], [4.0867, -2.2732, 4.6473], [2.1857, -3.4175, 4.1198], [1.0485, -4.1476, 4.7324], [4.9439, -3.4130, 6.8698], [3.5476, -3.4466, 8.1042], [3.8423, -1.9361, 7.1982], [1.3395, -4.9683, 5.3994], [0.6205, -4.6292, 3.8280], [0.3781, -3.4676, 5.3118], [-3.6414, 1.8127, -5.8017], [-2.3694, 1.6406, -5.2097], [-1.3385, 2.3460, -5.7311], [-1.3759, 3.0485, -6.6949], [-0.2220, 2.1927, -5.0466], [-0.1306, 1.3141, -3.8868], [-3.5470, 1.1667, -6.6830], [-3.7841, 2.8232, -6.1002], [-4.3981, 1.6219, -5.0324], [-0.6602, 1.7675, -3.0686], [1.0054, 1.2240, -3.8042], [-0.5913, 0.3520, -4.1425], [-1.5203, 3.0148, 1.1819], [-1.6829, 4.0518, 0.1891], [-0.9269, 4.0374, -0.8742], [-0.0943, 3.1525, -1.1192], [-1.1940, 5.0959, -1.6757], [-0.5852, 5.0158, -3.0169], [-0.4034, 2.7040, 1.2205], [-2.1682, 2.1407, 0.9554], [-1.8407, 3.4031, 2.1770], [-1.0677, 5.8179, -3.5572], [-0.9102, 4.0588, -3.3711], [0.5007, 4.9873, -2.9968]],
  "atomic_forces_ev_per_a": [[-0.05, -0.42, -0.49], [0.42, 2.37, 0.97], [-0.05, -0.74, -0.21], [-0.06, -0.50, -0.69], [-0.17, 0.45, -0.69], [0.04, 1.38, 0.51], [0.53, -2.41, 0.21], [-0.46, 1.73, 0.47], [-0.98, -0.35, 2.21], [-0.32, 0.00, -0.27], [0.59, -0.74, -0.38], [0.09, -0.04, -0.70], [-0.10, 0.30, -0.16], [0.59, -0.93, -0.72], [-2.61, -2.13, 0.12], [1.92, 3.52, -0.14], [0.69, -1.48, 0.61], [0.51, -0.10, -1.03], [-0.48, -0.49, 0.93], [0.17, 2.14, -2.44], [1.66, 0.36, 0.64], [-1.05, -1.68, 1.06], [0.89, 1.01, -0.60], [-0.03, -0.25, 0.19], [-0.61, -0.68, 0.21], [0.96, -0.53, 1.01], [-0.66, 0.43, -0.81], [-1.37, -0.57, 0.25], [0.60, -1.08, 1.37], [1.22, 1.30, -0.64], [-1.01, -0.85, 0.29], [2.28, 1.32, -0.68], [-1.55, -0.46, -0.29], [-1.42, -0.11, 1.29], [1.99, -0.20, -0.16], [0.15, 0.22, -0.48], [-0.86, -0.63, 0.38], [0.06, -0.02, -0.04], [0.16, -0.30, 0.05], [-1.31, 0.60, -0.77], [-0.35, 0.24, -0.35], [0.05, 0.11, 0.12], [-3.67, -1.94, -0.57], [3.53, 2.22, 0.34], [0.77, -0.08, 0.23], [-0.50, 0.55, 0.09], [-1.41, 0.79, 0.29], [1.45, 1.69, 0.70], [-1.17, 0.47, -0.19], [-0.41, -2.21, -0.43], [0.85, -0.79, -0.03], [0.16, -0.99, -0.41], [-0.26, -0.46, -0.09], [1.21, -0.75, -0.22], [-0.07, 1.28, 0.41], [-0.47, 0.30, -0.09], [-0.49, 0.45, 0.66], [2.44, -0.52, 0.56], [-0.26, 0.10, -0.12], [-0.85, -1.45, -1.29], [1.08, 0.76, -0.73], [-2.63, 0.14, -0.09], [1.45, -1.79, 0.11], [0.19, -0.04, -1.77], [-1.32, 1.40, 1.04], [0.14, -0.40, 0.32], [0.37, 0.75, 0.82], [0.17, 0.55, 0.22], [-0.44, 0.23, 0.55], [0.30, -0.36, -0.29], [-0.09, -0.33, 0.48], [-0.37, -1.58, 0.50], [0.59, 1.73, -1.01], [-0.54, -0.60, 1.64], [0.83, 0.93, -1.06], [0.16, -0.16, 1.00], [0.62, -0.02, 0.06], [1.90, -0.68, 0.67], [-2.03, 0.32, -1.25], [0.00, -0.12, 0.05], [-0.74, 0.03, 0.29], [-1.63, -0.12, -1.95], [-0.66, 0.72, 0.69], [2.01, 0.01, -0.18], [-0.18, -0.02, 0.50], [-0.96, -0.11, -1.05], [0.71, -0.01, 1.09], [1.14, -0.75, 0.23], [-0.91, 0.60, -1.20], [1.30, 0.02, -0.42], [-0.50, -0.45, 0.55], [1.99, -0.03, 0.38], [-0.30, 0.55, 0.02], [0.71, 0.19, 0.70], [-1.64, -0.41, -0.47], [-0.54, 0.43, 0.10], [-0.16, 0.01, -0.33], [-0.69, -0.12, -0.17], [-0.37, -0.57, 0.98], [-0.31, -0.59, 0.41], [0.93, 1.83, -2.67], [-2.27, -0.68, 0.89], [0.49, 0.26, -0.79], [-0.42, -0.61, 1.18], [2.43, 1.03, -0.71], [-0.13, -0.17, 0.60], [1.11, -1.89, 1.67], [-0.49, 0.12, -0.34], [0.50, 0.50, -0.42], [-0.91, 0.28, -0.36], [0.09, 0.40, -0.27], [-0.47, 0.12, -0.23], [1.41, -1.32, -1.11], [0.57, 0.19, 0.51], [1.74, 0.07, 0.19], [-2.77, -0.42, -0.05], [0.50, 0.39, -0.04], [-0.62, -0.50, 0.60], [-1.02, 0.41, 0.44], [0.21, 0.47, 0.01], [-0.50, -0.16, -0.01], [-0.27, -0.65, 0.12], [0.64, 1.08, -0.01], [0.13, 0.50, -0.47], [-0.19, -0.64, -0.79], [-0.52, -0.42, -0.08], [-0.56, -0.35, 0.91], [-0.13, 0.14, -0.87], [0.07, -0.13, 1.14], [0.22, -0.17, -0.76], [-0.67, 0.70, 0.69], [0.47, 0.06, -0.16], [0.68, 0.18, 0.22], [0.38, 0.43, -0.20], [-0.32, 0.63, 0.77], [0.49, -0.40, -0.86], [0.49, -0.45, -0.35], [1.00, 0.44, 0.93], [-0.07, -0.42, 0.58], [-0.56, 0.31, -0.61], [0.29, -0.23, 0.27], [1.19, -0.31, -1.46], [-1.28, 0.05, 0.13], [0.03, 0.90, -0.50], [0.18, -0.67, -0.47], [0.21, 0.10, 0.58], [-1.70, 0.05, 0.50], [0.29, 0.17, 0.19], [1.49, -0.64, 0.40], [-0.95, 0.47, 1.19], [1.79, -1.44, -1.78], [-1.34, 1.75, 0.27], [0.55, -0.69, 0.74], [-0.72, -0.58, 1.17], [-2.03, 0.42, -0.02], [0.53, 0.56, -0.17], [0.28, 0.08, -0.97], [0.32, 0.18, -0.15], [-0.11, -0.42, -0.71], [-0.23, 0.53, 0.14]],
  "lumo_ev": -0.934,
  "orbital_gap_ev": 8.82,
  "homo_ha": -0.35851,
  "e_tot_ha": -4868.710959,
  "multiplicity": 1,
  "smiles": "O=[N+]([O-])c1ccccc1.O=[N+]([O-])c1ccccc1.O=[N+]([O-])c1ccccc1.O=[N+]([O-])c1ccccc1.O=[N+]([O-])c1ccccc1.O=[N+]([O-])c1ccccc1.O=[N+]([O-])c1ccccc1.O=[N+]([O-])c1ccccc1.COC(=O)OC.COC(=O)OC.COC(=O)OC.COC(=O)OC"
}